ORCA calculation (wB97M-V/def2-TZVPD) on C4H7NO2S in the gas phase.

HOMO level = -0.3451 Ha
E_LUMO = 0.47 eV
Energy relative to the best compared isomer or geometry (same formula, charge and spin) = 30.45 kcal/mol
SMILES = O=CN[C@H](C=O)CS
HOMO-LUMO gap = 9.862 eV

Each atom is followed by the atoms it is bonded to, with distances in Å.
Geometry (Å):
1 O 0.4271 -0.5286 -2.8162  C2 1.202
2 C -0.1968 -1.2110 -2.0485  O1 1.202, N3 1.371, H9 1.101
3 N -0.2170 -1.0866 -0.6834  C2 1.371, C4 1.446, H10 1.009
4 C 0.2962 0.0927 -0.0215  N3 1.446, C5 1.519, C7 1.541, H11 1.089
5 C 1.2222 -0.3254 1.1075  C4 1.519, O6 1.197, H12 1.109
6 O 2.1272 0.3391 1.5231  C5 1.197
7 C -0.8638 0.9116 0.5784  C4 1.541, S8 1.796, H13 1.098, H14 1.094
8 S -0.5053 2.5847 1.1254  C7 1.796, H15 1.340
9 H -0.8509 -2.0435 -2.3503  C2 1.101
10 H -0.8792 -1.6762 -0.2015  N3 1.009
11 H 0.8012 0.6901 -0.7792  C4 1.089
12 H 0.9397 -1.3108 1.5313  C5 1.109
13 H -1.2651 0.3411 1.4260  C7 1.098
14 H -1.6637 0.9336 -0.1677  C7 1.094
15 H 0.6284 2.2892 1.7766  S8 1.340